The following is a DFT calculation (ωB97M-V/def2-TZVPD) of a gas-phase ion, C4H12N3 (charge +1) in a non-equilibrium geometry.

Last column: Mulliken charge in e.
Atoms and positions in Å:
H: 0.435509 2.604130 1.527342  0.254
N: 1.364358 2.193059 1.670389  -0.560
C: 1.702341 1.061812 1.268950  0.030
N: 0.892581 0.215091 0.400548  -0.257
C: 0.084138 0.843518 -0.646527  -0.630
C: -0.364504 -0.327138 -1.493882  -0.565
C: -1.544532 -1.055696 -1.002552  -0.497
N: -1.492333 -2.251930 0.087430  -0.312
H: 2.682565 0.620467 1.593267  0.311
H: 1.411080 -0.569823 -0.032419  0.255
H: 0.503996 1.771939 -1.126632  0.428
H: -0.926193 1.371014 -0.301101  0.208
H: 0.608898 -1.086542 -1.571977  0.278
H: -0.558486 0.240294 -2.385557  0.322
H: -2.058681 -1.504331 -2.020471  0.308
H: -2.364628 -0.240643 -0.662891  0.345
H: -1.439594 -3.167771 -0.319288  0.370
H: -0.661117 -2.069714 0.655521  0.346
H: -2.250253 -2.197530 0.779705  0.366

Forces on atoms 1 to 2 (eV/Å):
H 0.42 -0.62 -0.54
N 0.22 0.66 0.88

- molecular weight (g mol⁻¹) = 102.16
- frontier orbital gap (eV) = 8.84
- DFT total energy (hartree) = -323.5357
- total charge = +1
- energy above the lowest of the compared OMol25 structures with the same formula, charge and spin (eV) = 3.881
- max |F| (eV/Å) = 5.884
- SMILES = [H]/N=C\NCCC[NH3+]